<a>
This record from the OMol25 dataset describes one molecule with the formula C8H11NO. The level of theory is ωB97M-V/def2-TZVPD.

Structure (ORCA input):
```
! wB97M-V def2-TZVPD RIJCOSX def2/J DEFGRID3
* xyz 0 1
O 0.79354 1.10987 0.34810
N 2.10354 1.18117 0.59009
C 0.99605 -0.90915 -0.89814
C 2.36909 -0.88284 -0.80289
C -1.33120 0.01023 -0.23126
C 2.86228 0.15303 0.00120
C -1.57390 -0.06803 1.29663
C 0.27194 0.14210 -0.27620
C -1.94542 1.26587 -1.03941
C 4.17529 -0.00929 0.43362
H -1.48821 1.46084 -1.86597
H -2.99924 1.02511 -1.23761
H -1.96984 2.18848 -0.42320
H -1.25786 -0.97641 1.68539
H -1.52554 -0.97939 -0.56196
H 4.81985 -0.80152 0.12335
H 4.65807 0.76132 0.98091
H -1.03037 0.83058 1.81046
H 2.98212 -1.60868 -1.15305
H 0.52347 -1.63698 -1.60502
H -2.67355 0.03322 1.58820
*
```

The HOMO-LUMO gap (alpha / beta) comes out at 0.2359 / 0.2429 Eh.

natural (NBO) population analysis, charges in e, atoms 1 to 2: number 1, O, carries -0.228; number 2, N, carries -0.175

---

<b>
This record from the OMol25 dataset describes a 2-piece molecular cluster, C8H11NO overall. The level of theory is ωB97M-V/def2-TZVPD.

Structure (ORCA input):
```
! wB97M-V def2-TZVPD RIJCOSX def2/J DEFGRID3
* xyz 0 1
O -0.81357 2.84521 1.89794
N -2.42220 2.53114 0.37005
C 2.07573 -1.16153 -0.79615
C 1.16084 -3.29926 -0.04811
C -2.94804 4.16736 2.02484
C 2.12116 -1.56873 -2.12131
C 1.58573 -2.05939 0.34545
C 0.98361 -3.61575 -1.38941
C 1.62675 -2.88591 -2.39576
C -1.94270 3.20261 1.44949
H -3.27901 2.75632 -0.25871
H 0.82557 -3.95921 0.89400
H 2.59590 -0.18750 -0.56980
H 2.47368 -1.08796 -3.06949
H -2.25226 5.06353 1.79811
H 1.63371 -3.24705 -3.40184
H 1.83101 -1.79507 1.37054
H 0.66001 -4.66321 -1.61427
H -3.06876 3.88081 3.05405
H -3.89275 4.40596 1.44737
H -2.04164 1.67721 0.16190
*
```

The HOMO-LUMO gap comes out at 0.3607 Eh. As for the structure (SMILES): c1ccccc1.CC(N)=O.

natural (NBO) population analysis, charges in e, atoms 1 to 2: number 1, O, carries -0.627; number 2, N, carries -0.824

---

Short version: <a> is the least stable of them.

---

<a>
This record from the OMol25 dataset describes a 2-piece molecular cluster, C4H7BrO overall. The level of theory is ωB97M-V/def2-TZVPD.

Structure (ORCA input):
```
! wB97M-V def2-TZVPD RIJCOSX def2/J DEFGRID3
* xyz 0 1
Br 0.69089 -1.26813 -2.46190
O -1.68436 0.27089 -1.33414
C 2.27881 0.40600 -0.75430
C -0.85925 0.47284 -0.30203
C -0.91386 -0.50481 0.89742
C 1.04863 0.01939 -1.08396
H -0.67687 1.47353 -0.23097
H 2.39650 0.98291 0.12451
H 3.27281 0.04380 -1.01259
H -1.42830 -0.17445 1.79157
H -1.60905 -0.66921 -1.58796
H -1.13096 -1.50563 0.52144
H 0.03790 -0.35674 1.25611
*
```

The HOMO-LUMO gap comes out at 0.3659 Eh.

natural (NBO) population analysis, charges in e, atoms 1 to 2: number 1, Br, carries -0.016; number 2, O, carries -0.672

---

<b>
This record from the OMol25 dataset describes a 2-piece molecular cluster, C4H7BrO overall. The level of theory is ωB97M-V/def2-TZVPD.

Structure (ORCA input):
```
! wB97M-V def2-TZVPD RIJCOSX def2/J DEFGRID3
* xyz 0 1
Br -0.70196 1.86395 0.28145
O -0.68826 -0.97256 -0.26757
C 2.09107 -0.02888 -0.05960
C -0.26193 -0.01454 0.62816
C 2.38905 1.19627 -0.30870
C -2.08078 -1.08662 -0.34850
H -2.34222 -1.85000 -0.98711
H -0.57934 -0.33390 1.65336
H 1.95621 -0.98084 0.17291
H -2.42196 -0.02733 -0.73956
H 1.72352 2.06626 -0.04142
H 3.37704 1.36707 -0.59932
H -2.46044 -1.19890 0.61590
*
```

The HOMO-LUMO gap (alpha / beta) comes out at 0.3077 / 0.3126 Eh.

natural (NBO) population analysis, charges in e, atoms 1 to 2: number 1, Br, carries -0.038; number 2, O, carries -0.557

---

<c>
This record from the OMol25 dataset describes one molecule with the formula C4H7BrO. The level of theory is ωB97M-V/def2-TZVPD.

Structure (ORCA input):
```
! wB97M-V def2-TZVPD RIJCOSX def2/J DEFGRID3
* xyz 0 1
Br 3.87130 0.27303 0.02630
O 2.11750 -1.73247 0.03222
C -0.61524 0.80440 0.07896
C -0.20243 -0.68338 0.01674
C 1.21255 -0.77263 0.52085
C 2.23864 -0.46748 -0.50897
H -1.05083 1.16378 1.20078
H 0.25545 1.35181 -0.09396
H -1.33564 0.93936 -0.66262
H -0.74636 -1.34069 0.68283
H 2.00072 -0.45007 -1.61940
H 1.37375 -0.59485 1.64238
H -0.17808 -0.95978 -1.13115
*
```

The HOMO-LUMO gap comes out at 0.3973 Eh. As for the structure (SMILES): CC[C@H]1O[C@@H]1Br.

natural (NBO) population analysis, charges in e, atoms 1 to 2: number 1, Br, carries 0.029; number 2, O, carries -0.487

---

Short version: <b> is the least stable of them.

---

<a>
This record from the OMol25 dataset describes C4H6O as an isolated structure. The level of theory is ωB97M-V/def2-TZVPD.

Structure (ORCA input):
```
! wB97M-V def2-TZVPD RIJCOSX def2/J DEFGRID3
* xyz 0 1
O -1.39916 0.42470 0.05211
C 0.66961 0.04153 0.29312
C -0.24686 1.24950 0.33256
C -0.61340 -0.75310 0.22778
C 0.36420 -0.86675 -0.87767
H 0.12025 -0.50889 -1.87359
H -1.04108 -1.55934 0.81734
H 0.98578 -1.75940 -0.83727
H -0.07456 2.05940 -0.38598
H -0.37015 1.67745 1.33704
H 1.62012 -0.08544 0.79142
*
```

The HOMO-LUMO gap comes out at 0.3903 Eh.

natural (NBO) population analysis, charges in e, atoms 1 to 2: number 1, O, carries -0.519; number 2, C, carries -0.288

---

<b>
This record from the OMol25 dataset describes one molecule with the formula C4H6O. The level of theory is ωB97M-V/def2-TZVPD.

Structure (ORCA input):
```
! wB97M-V def2-TZVPD RIJCOSX def2/J DEFGRID3
* xyz 0 1
O 0.03125 1.38690 1.92690
C 0.16198 0.68854 0.95361
C -0.25732 -0.53375 -0.80242
C -0.24660 -0.75188 0.71250
C 0.43973 0.97908 -0.47959
H -1.23532 -0.97873 1.09397
H 1.18766 0.42852 -1.02649
H -1.19618 -0.49531 -1.34012
H 0.49553 -1.45210 1.10488
H 0.22880 2.00513 -0.82594
H 0.39047 -1.27641 -1.31729
*
```

The HOMO-LUMO gap comes out at 0.3851 Eh. As for the structure (SMILES): O=C1CCC1.

natural (NBO) population analysis, charges in e, atoms 1 to 2: number 1, O, carries -0.531; number 2, C, carries 0.584

---

Short version: <a> is the least stable of them.

---

<a>
This record from the OMol25 dataset describes one molecule with the formula C4H6O. The level of theory is ωB97M-V/def2-TZVPD.

Structure (ORCA input):
```
! wB97M-V def2-TZVPD RIJCOSX def2/J DEFGRID3
* xyz 0 1
O -0.92155 1.40421 1.87777
C 1.05950 -0.46441 -0.51415
C -0.43175 1.13988 0.66611
C -0.12399 -0.23812 0.41275
C -0.30546 -0.66727 -1.03738
H 1.59919 0.41832 -0.83275
H -0.66672 -1.67779 -1.17617
H 1.67299 -1.32665 -0.27636
H -0.71736 0.07101 -1.71957
H -0.86073 2.30644 1.40247
H -0.30412 -0.96562 1.19730
*
```

The HOMO-LUMO gap comes out at 0.3527 Eh.

natural (NBO) population analysis, charges in e, atoms 1 to 2: number 1, O, carries -0.660; number 2, C, carries -0.376

---

<b>
This record from the OMol25 dataset describes one molecule with the formula C4H6O. The level of theory is ωB97M-V/def2-TZVPD.

Structure (ORCA input):
```
! wB97M-V def2-TZVPD RIJCOSX def2/J DEFGRID3
* xyz 0 1
O 2.08027 0.96559 0.73974
C -0.43494 0.96103 0.34089
C -0.84390 -0.32825 -0.42103
C 1.02225 0.44039 0.39774
C 0.62787 -0.94631 -0.20248
H -0.50961 1.92425 -0.21334
H -1.63727 -0.90775 0.08473
H -0.98951 1.14260 1.25975
H 1.14424 -1.30671 -1.06308
H 0.55698 -1.74157 0.61258
H -1.01639 -0.20327 -1.53550
*
```

The HOMO-LUMO gap comes out at 0.3912 Eh. As for the structure (SMILES): O=C1CCC1.

natural (NBO) population analysis, charges in e, atoms 1 to 2: number 1, O, carries -0.516; number 2, C, carries -0.540

---

<c>
This record from the OMol25 dataset describes a 2-piece molecular cluster, C4H6O overall. The level of theory is ωB97M-V/def2-TZVPD.

Structure (ORCA input):
```
! wB97M-V def2-TZVPD RIJCOSX def2/J DEFGRID3
* xyz 0 1
O 0.25261 1.62595 1.01800
C 0.70914 0.26797 0.95650
C -0.32354 -0.37450 0.08148
C -0.84001 1.66808 0.27701
C -1.30576 0.48887 -0.35842
H -0.26881 -1.43898 -0.15590
H 1.71957 0.30510 0.52910
H -1.26174 2.67392 0.25412
H 0.64402 -2.67124 -2.33805
H 0.72846 -0.10392 1.98899
H -0.05395 -2.44126 -2.25282
*
```

The HOMO-LUMO gap comes out at 0.2783 Eh. As for the structure (SMILES): C1=CCOC=1.[H][H].

natural (NBO) population analysis, charges in e, atoms 1 to 2: number 1, O, carries -0.423; number 2, C, carries -0.180

---

<d>
This record from the OMol25 dataset describes one molecule with the formula C4H6O. The level of theory is ωB97M-V/def2-TZVPD.

Structure (ORCA input):
```
! wB97M-V def2-TZVPD RIJCOSX def2/J DEFGRID3
* xyz 0 1
O 0.72023 0.78019 -1.07902
C -0.04050 -0.41349 0.61105
C 1.25170 -0.18769 -0.17700
C -1.39679 -0.33739 -0.66778
C -0.57592 0.76465 -0.51777
H -2.28545 -0.15724 -0.03956
H -0.10874 0.07214 1.58585
H 1.61836 -1.08001 -0.69262
H 2.05460 0.25323 0.42435
H -0.39337 -1.44038 0.66283
H -0.84411 1.74600 -0.11034
*
```

The HOMO-LUMO gap comes out at 0.3480 Eh.

natural (NBO) population analysis, charges in e, atoms 1 to 2: number 1, O, carries -0.526; number 2, C, carries -0.433

---

Short version: <d> is the least stable of them.

---

<a>
This record from the OMol25 dataset describes one molecule with the formula C4H6O. The level of theory is ωB97M-V/def2-TZVPD.

Structure (ORCA input):
```
! wB97M-V def2-TZVPD RIJCOSX def2/J DEFGRID3
* xyz 0 1
O 0.77465 0.38631 -0.96402
C 0.43931 1.09752 0.18961
C -0.02189 0.04002 1.16328
C -0.14634 -0.67958 -1.01777
C -0.42946 -1.03446 0.45595
H -0.91349 -2.01332 0.63367
H -0.42587 1.78392 0.06016
H 0.18931 0.51308 2.10617
H 0.31787 -1.48222 -1.59946
H -1.08344 -0.33975 -1.50234
H 1.29935 1.72848 0.47474
*
```

The HOMO-LUMO gap comes out at 0.3833 Eh. As for the structure (SMILES): C1=CCOC1.

natural (NBO) population analysis, charges in e, atoms 1 to 2: number 1, O, carries -0.511; number 2, C, carries -0.101

---

<b>
This record from the OMol25 dataset describes C4H6O as an isolated structure. The level of theory is ωB97M-V/def2-TZVPD.

Structure (ORCA input):
```
! wB97M-V def2-TZVPD RIJCOSX def2/J DEFGRID3
* xyz 0 1
O -1.42065 1.10842 -0.60873
C 0.63522 -1.12274 0.18625
C -0.46629 -0.70486 0.80760
C 0.93597 0.20351 -0.46164
C -0.38690 0.66204 0.20392
H -1.73740 0.37732 -1.15371
H -1.19466 -1.16314 1.44876
H 0.91772 0.22704 -1.55115
H -0.28026 1.77978 1.09051
H 1.15800 -2.06126 0.14209
H 1.83926 0.69389 -0.10388
*
```

The HOMO-LUMO gap comes out at 0.3945 Eh.

natural (NBO) population analysis, charges in e, atoms 1 to 2: number 1, O, carries -0.715; number 2, C, carries -0.145

---

<c>
This record from the OMol25 dataset describes one molecule with the formula C4H6O. The level of theory is ωB97M-V/def2-TZVPD.

Structure (ORCA input):
```
! wB97M-V def2-TZVPD RIJCOSX def2/J DEFGRID3
* xyz 0 1
O 0.71913 0.72387 -0.79887
C -1.03037 -0.51721 0.01952
C 1.26520 -0.31609 0.01707
C -0.49611 0.90581 -0.09213
C 0.15952 -0.88423 0.86530
H 2.13104 0.07967 0.56249
H -1.11984 1.70653 -0.48154
H -0.98704 -1.02770 -0.95620
H -0.22624 1.16504 0.96114
H 1.60249 -1.19205 -0.56623
H -2.01777 -0.64363 0.46945
*
```

The HOMO-LUMO gap comes out at 0.3203 Eh.

natural (NBO) population analysis, charges in e, atoms 1 to 2: number 1, O, carries -0.523; number 2, C, carries -0.587

---

<d>
This record from the OMol25 dataset describes C4H6O as an isolated structure. The level of theory is ωB97M-V/def2-TZVPD.

Structure (ORCA input):
```
! wB97M-V def2-TZVPD RIJCOSX def2/J DEFGRID3
* xyz 0 1
O -1.43157 -0.25491 -0.22159
C 0.64551 -0.32228 0.20526
C -0.64961 -0.68848 0.91399
C -0.25266 -0.05235 -0.99065
C 0.52696 1.05373 -0.39819
H 0.05523 1.86315 0.14868
H 1.65717 -0.63159 0.40742
H -0.85493 -0.14378 1.84266
H -0.85470 -1.75727 1.06649
H -0.28319 -0.35564 -2.03539
H 1.44179 1.28942 -0.93867
*
```

The HOMO-LUMO gap comes out at 0.3899 Eh.

natural (NBO) population analysis, charges in e, atoms 1 to 2: number 1, O, carries -0.520; number 2, C, carries -0.295

---

Short version: <c> is the least stable of them.

---

<a>
This record from the OMol25 dataset describes one molecule with the formula C4H6O. The level of theory is ωB97M-V/def2-TZVPD.

Structure (ORCA input):
```
! wB97M-V def2-TZVPD RIJCOSX def2/J DEFGRID3
* xyz 0 1
O 1.31544 1.12869 -0.73727
C 1.29586 -0.16971 -0.08350
C -0.04352 0.23703 0.53914
C -1.30029 -0.34396 -0.12432
C 0.24044 1.60911 -0.11771
H 2.14979 -0.23803 0.59540
H -0.09643 0.21895 1.63132
H 1.31378 -0.99861 -0.79911
H -1.13420 -1.36013 -0.49445
H -1.59484 0.27859 -0.97726
H -2.14601 -0.36193 0.56776
*
```

The HOMO-LUMO gap comes out at 0.3504 Eh.

natural (NBO) population analysis, charges in e, atoms 1 to 2: number 1, O, carries -0.467; number 2, C, carries -0.073

---

<b>
This record from the OMol25 dataset describes a 2-piece molecular cluster, C4H6O overall. The level of theory is ωB97M-V/def2-TZVPD.

Structure (ORCA input):
```
! wB97M-V def2-TZVPD RIJCOSX def2/J DEFGRID3
* xyz 0 1
O 1.43594 -1.00027 -0.65661
C 0.57133 0.02885 -0.72234
C -1.27303 -0.34656 0.29531
C 1.34492 0.75661 0.39442
C 2.02918 -0.39335 0.39432
H -1.58770 0.62745 0.64349
H -0.95610 -1.04471 1.07842
H 0.43729 0.41371 -1.74700
H 1.19134 1.54664 1.11313
H -1.99634 -0.84906 -0.44766
H 2.68793 -0.98240 1.02181
*
```

The HOMO-LUMO gap comes out at 0.3691 Eh.

natural (NBO) population analysis, charges in e, atoms 1 to 2: number 1, O, carries -0.508; number 2, C, carries 0.157

---

Short version: <b> is the least stable of them.